Record 1
20
Properties=species:S:1:pos:R:3:forces:R:3:nbo_charge:R:1 method="wB97M-V/def2-TZVPD" fmax_ev_per_a=2.38 multiplicity=1 total_charge=0 gap_ev=9.267 energy_ev=-12891.3614 e_lumo_ev=0.46
O 0.6487 0.6315 -3.3811 -0.30 0.09 0.20 -0.6868
C -1.4183 0.9726 1.7049 0.80 0.66 -0.99 0.5689
H -2.2589 1.8975 0.2697 -0.22 -0.24 0.06 0.3245
H 0.8768 -0.5884 1.9065 0.37 -0.21 -0.55 0.1831
C -0.0482 -1.0435 1.5494 -0.69 -0.03 1.05 -0.4244
H -0.7677 0.1131 -0.0387 -0.28 0.16 -0.23 0.3874
H 0.0574 -1.9779 1.0012 0.25 0.44 -0.56 0.2100
H -0.5128 -1.3583 2.4817 -0.13 -0.02 0.01 0.2182
H -0.2873 0.8028 -3.5568 -0.05 -0.06 -0.19 0.4970
C 2.1311 -0.8347 -2.2330 -0.99 1.99 -0.85 -0.7431
H 2.6946 -0.5357 -3.0883 1.00 -1.04 -1.11 0.2447
O -0.1680 -1.3224 -2.5679 -0.66 0.47 -0.22 -0.5986
H -1.8589 1.0708 3.5988 -0.38 0.12 0.46 0.3828
N -0.9534 -0.0723 0.9282 0.73 -0.81 0.83 -0.6253
H 2.1587 -1.8459 -1.8773 0.58 -0.11 0.22 0.2485
N -1.0218 0.9654 3.0603 -0.14 -1.03 0.79 -0.8904
H 2.5166 0.0041 -1.6480 -0.46 -0.50 1.08 0.2473
C 0.7304 -0.5410 -2.7267 0.88 -0.80 0.91 0.7916
H -0.4138 1.7212 3.3413 0.06 0.14 -0.52 0.3881
N -2.1051 1.9414 1.2759 -0.40 0.78 -0.39 -0.7236

***

Record 2
20
Properties=species:S:1:pos:R:3:forces:R:3:nbo_charge:R:1 method="wB97M-V/def2-TZVPD" fmax_ev_per_a=5.33 multiplicity=1 total_charge=0 gap_ev=9.728 energy_ev=-12890.0362 e_lumo_ev=0.54
H -3.8503 -0.4639 -2.1932 0.16 0.25 -1.20 0.2037
H -0.6318 -1.1001 -3.0801 1.59 0.44 1.14 0.4075
N -1.9356 0.3718 -1.4578 0.52 -0.52 -0.57 -0.7226
H 1.7859 -0.0517 0.9579 -1.32 0.66 -2.53 0.2605
C -0.5554 -0.0187 -1.2781 0.38 -1.06 2.47 0.6046
H 3.4820 -0.1209 1.4978 0.67 -0.20 -0.55 0.2264
N 0.0282 0.2270 -0.1214 1.27 -1.99 -4.78 -0.7633
H 1.0573 -1.0794 -2.3057 -1.99 0.45 -0.11 0.4188
C 2.4421 -0.2480 1.7086 1.03 0.69 2.65 -0.7521
H -1.8829 1.1598 -2.0833 -1.07 -0.09 -0.36 0.3881
H -2.8645 -1.7137 -1.2676 -0.14 2.95 -0.58 0.2067
O 1.8384 1.9129 2.5947 -0.28 0.19 4.35 -0.6959
C 2.1544 0.6449 2.8787 -0.07 -0.67 -0.20 0.8007
N 0.0642 -0.7387 -2.3819 -1.04 1.01 1.55 -0.8658
C -3.1186 -0.5357 -1.4194 0.18 -1.82 3.02 -0.4211
H 1.8196 2.2341 1.7499 0.17 0.42 -3.69 0.4887
O 2.1627 0.2615 4.0169 -0.01 0.47 -0.07 -0.5788
H -0.4125 0.7539 0.5758 -1.68 0.79 0.44 0.3673
H 2.2060 -1.1907 2.0991 0.20 -1.69 0.25 0.2343
H -3.7892 -0.3046 -0.4912 1.44 -0.27 -1.24 0.1924

***

Record 3
20
Properties=species:S:1:pos:R:3:forces:R:3:nbo_charge:R:1 method="wB97M-V/def2-TZVPD" fmax_ev_per_a=2.32 multiplicity=1 total_charge=0 gap_ev=9.695 energy_ev=-12891.7983 e_lumo_ev=0.77
H -0.9789 1.3500 -0.7251 -0.04 0.12 -0.70 0.4155
C -0.5346 -1.6383 -1.5211 1.06 1.97 -0.55 0.8036
N -0.8829 1.9885 0.0368 0.43 -0.90 1.23 -0.8314
H 0.2708 -3.5948 -1.0421 0.50 0.45 -0.01 0.2345
H 0.7081 -2.9426 -2.6952 0.12 0.11 -0.06 0.2445
H 0.9901 2.8063 2.4753 0.13 -0.52 -0.05 0.3906
H -1.1328 2.9433 0.0156 -0.39 0.67 -0.49 0.3936
H -1.0711 -0.7703 0.2308 0.42 0.66 -0.89 0.5233
C 1.6830 0.0708 1.7773 -0.77 0.14 -0.80 -0.4352
H -0.9019 -3.5467 -2.2198 0.02 0.03 -0.51 0.2397
N 0.8817 0.6986 0.7339 -0.28 -0.80 -0.20 -0.5649
O -0.4349 -0.6769 -2.2495 -0.18 -0.20 0.16 -0.6011
H -0.6683 2.5991 2.6288 -0.10 0.09 -0.12 0.3885
H 1.1164 -0.0382 2.6928 0.04 0.45 0.67 0.1772
C 0.0984 1.6685 0.9513 0.29 0.51 -0.16 0.5687
H 2.6203 0.6080 1.8984 0.22 -0.28 0.31 0.1907
C -0.0190 -2.9842 -1.9010 -1.26 -1.03 0.71 -0.7248
N 0.1265 2.5856 2.0113 -0.22 0.28 0.35 -0.8919
H 1.8219 -0.9642 1.4614 0.60 0.13 -0.10 0.2013
O -1.0791 -1.5652 -0.3138 -0.60 -1.88 1.21 -0.7225

***

Record 4
20
Properties=species:S:1:pos:R:3:forces:R:3:nbo_charge:R:1 method="wB97M-V/def2-TZVPD" fmax_ev_per_a=2.45 multiplicity=1 total_charge=0 gap_ev=9.733 energy_ev=-12891.8316 e_lumo_ev=0.80
H 1.6812 2.3833 -3.3112 -0.08 -0.54 -0.03 0.2504
H 2.4101 3.2014 -1.9969 -0.66 0.32 -0.03 0.2463
N -1.7151 -0.4794 0.2920 -0.53 0.07 -0.39 -0.8828
O 1.2314 0.9063 -0.5256 0.44 -0.58 -0.26 -0.6818
N -0.2622 -1.8012 1.6306 -0.04 -1.06 -0.16 -0.5183
H 2.8928 1.6992 -2.1010 0.42 -1.59 -0.39 0.2421
O -0.1463 2.5145 -1.2049 -0.33 0.12 -0.34 -0.6065
C -0.5768 -2.9516 0.8271 -0.44 -0.71 -0.51 -0.4484
H -1.5204 0.2091 -0.4196 -0.04 0.30 0.25 0.4007
C 0.8988 1.9339 -1.3206 -0.11 -0.55 0.35 0.7942
C 1.9920 2.2228 -2.2845 0.50 2.37 0.43 -0.7452
H -1.6332 -3.2668 0.8807 0.10 0.05 0.59 0.1740
H -1.3813 1.0276 2.1763 0.07 0.00 0.01 0.3868
H 0.4718 0.5896 -0.0189 0.10 0.46 0.34 0.4969
H 0.0281 -3.7987 1.1224 0.08 -0.13 0.22 0.2075
C -0.8193 -0.7151 1.3270 -0.30 0.37 1.01 0.5401
H -0.2851 0.1349 3.0955 0.21 -0.19 -0.09 0.4012
H -2.1744 -1.2895 -0.0886 0.30 -0.13 -0.06 0.3927
H -0.4694 -2.8839 -0.2565 0.54 0.59 -0.26 0.1770
N -0.6225 0.3637 2.1768 -0.19 0.85 -0.66 -0.8270

***

Record 5
20
Properties=species:S:1:pos:R:3:forces:R:3:nbo_charge:R:1 method="wB97M-V/def2-TZVPD" fmax_ev_per_a=6.81 multiplicity=2 total_charge=+1 gap_ev="9.584 / 4.938" energy_ev=-12882.1546 e_lumo_ev="-3.48 / -8.13"
H -0.4370 1.8634 0.0437 2.31 0.71 0.86 0.5077
H 0.4795 -0.5729 -1.2785 -3.00 -3.09 1.04 0.4860
C 2.4095 3.0049 1.3053 3.05 1.14 0.28 -0.7539
O 1.1974 1.1954 1.9249 -1.30 0.61 -0.38 -0.5981
O 0.4509 2.3651 0.1191 -1.58 0.06 -0.14 -0.7166
N -0.3154 -1.4108 -1.0137 0.91 5.15 0.30 -0.4166
C -1.5578 -0.9002 -0.6385 1.06 -6.73 -0.11 0.5621
H -3.3893 -1.4110 0.0796 0.38 -0.22 -0.29 0.4219
H -2.6822 0.6379 -1.1573 1.08 -0.38 0.97 0.4018
H 2.3829 3.5776 2.1868 -0.50 0.74 1.49 0.2625
H -0.6301 -3.5475 -0.7806 -0.34 1.06 -0.52 0.2399
N -1.7372 0.3609 -0.7655 -1.33 3.00 -1.34 -0.4107
H 3.3516 2.4418 1.4871 -0.95 -0.31 -0.26 0.2591
C 1.2488 2.1770 1.2061 -0.48 -3.49 -0.62 0.7896
N -2.5377 -1.8364 -0.2935 -0.17 2.16 0.13 -0.7846
H 0.7949 -3.0126 -0.0433 -0.75 1.21 -1.89 0.2812
C 0.1137 -2.7478 -0.9800 2.05 -3.69 0.34 -0.4892
H 2.6962 3.7342 0.5928 -0.53 0.48 -1.36 0.2425
H 0.6460 -3.0968 -1.9579 -0.75 0.99 1.82 0.2723
H -2.4849 -2.8224 -0.0366 0.84 0.61 -0.32 0.4430

***

Record 6
19
Properties=species:S:1:pos:R:3:forces:R:3:nbo_charge:R:1 method="wB97M-V/def2-TZVPD" fmax_ev_per_a=1.86 multiplicity=1 total_charge=+1 gap_ev="5.741 / 9.711" energy_ev=-10278.0673 e_lumo_ev="-5.53 / -3.08"
N 3.0883 0.6099 0.2229 1.27 -0.11 0.51 -0.4970
H 1.8199 -1.4233 -1.1993 0.07 -0.42 -0.08 0.2914
C 0.1672 -1.4818 -0.0331 1.01 -0.31 0.08 -0.1342
C -1.7958 1.6843 -0.0257 -0.38 0.09 -0.05 -0.4425
H 3.7646 -0.0534 0.6066 -0.22 0.26 -0.16 0.3771
H -2.3031 -2.1018 0.1919 -0.07 -0.06 0.02 0.4223
H -2.5669 1.5411 -0.7873 0.00 0.04 0.03 0.2170
N -2.1619 -1.1108 0.1355 0.30 0.26 -0.10 -0.7457
H -0.0164 -2.5422 -0.0068 -0.08 -0.14 -0.01 0.2270
C 1.5885 -1.0974 -0.1656 0.37 -0.82 -0.16 -0.3410
H 0.2175 1.0136 -0.2301 0.26 -0.05 -0.13 0.4508
H -2.2559 1.6363 0.9653 0.03 -0.02 -0.03 0.2180
N -0.7471 0.7059 -0.1750 -0.10 -0.75 0.25 -0.5092
H -2.9656 -0.5107 0.1209 -0.10 -0.03 0.01 0.4191
C -0.9195 -0.6180 -0.0371 -0.91 1.15 0.05 0.4168
H 3.3722 1.5621 0.0360 0.03 -0.24 0.07 0.4062
H -1.3740 2.6759 -0.1611 0.01 -0.04 -0.01 0.2445
H 2.2366 -1.7037 0.4876 -0.15 -0.04 -0.03 0.2296
N 1.9263 0.2548 -0.2090 -1.35 1.25 -0.27 -0.2502

***

Record 7
19
Properties=species:S:1:pos:R:3:forces:R:3:nbo_charge:R:1 method="wB97M-V/def2-TZVPD" fmax_ev_per_a=6.63 multiplicity=1 total_charge=+1 gap_ev="8.173 / 8.172" energy_ev=-10277.5815 e_lumo_ev="-4.54 / -4.54"
H -3.8941 -0.7429 -0.9052 -1.03 -2.33 -0.87 0.2176
H 3.0330 1.1078 -1.8075 0.68 -0.50 0.60 0.2240
C -3.8449 0.0746 -0.2875 1.62 2.53 1.90 -0.4238
N -0.1937 -0.2132 0.2482 -1.01 1.18 0.70 -0.5674
H -2.1880 1.2681 0.0418 0.96 1.94 0.06 0.3962
N 1.9642 -0.5275 0.7335 0.73 0.10 0.11 -0.3022
C 0.7037 -0.8598 0.9448 2.24 0.04 -2.64 0.3189
H 2.6694 -1.2212 1.0208 -0.17 1.01 0.09 0.4264
H 4.3225 1.2695 -0.5483 1.55 1.42 0.72 0.2203
H -1.9435 -1.5617 0.4985 1.06 -0.01 -0.02 0.1987
H 0.4694 -1.7938 1.3686 0.23 -1.07 1.16 0.2036
N -2.4021 0.3570 -0.2159 2.68 -4.68 1.31 -0.5223
H -4.2271 0.9319 -0.8475 -0.47 -0.23 0.36 0.2341
N 2.4154 0.7466 0.2025 -1.33 -0.68 1.79 -0.4273
H -4.1725 0.0554 0.7838 -0.66 -0.46 -1.32 0.2174
C -1.4158 -0.6191 0.2526 -5.03 3.86 -1.95 0.3807
H 1.5443 1.2805 0.1551 0.76 0.07 -0.61 0.4013
H 3.6822 -0.3133 -0.7926 0.72 0.20 -1.26 0.1987
C 3.4774 0.7609 -0.8456 -3.54 -2.39 -0.13 -0.3951

***

Energy relative to the best compared isomer or geometry (same formula, charge and spin) / kcal/mol: 33.9; 64.4; 23.8; 23.0; 67.8; 72.0; 83.2